This record from the OMol25 dataset describes a gas-phase ion, C4H11N2O (charge +1) at a distorted geometry. The level of theory is ωB97M-V/def2-TZVPD.

Values from the calculation:
SMILES string	CCNC(=O)C[NH3+]
Kohn-Sham gap	10.36	eV
total charge	+1
lowest unoccupied orbital energy	-3.758	eV
energy above the lowest of the compared OMol25 structures with the same formula, charge and spin	223.01	kJ/mol

CARTESIAN COORDINATES (ANGSTROEM)
C 1.298 -1.061 2.663
C 0.160 -0.551 1.729
N 0.822 -0.050 0.511
C 0.296 0.320 -0.691
O 0.697 1.228 -1.463
C -0.943 -0.480 -1.212
N -1.941 0.662 -1.740
H 1.800 -1.958 2.301
H 0.847 -1.463 3.543
H 2.130 -0.296 2.976
H -0.419 0.189 2.247
H -0.553 -1.369 1.638
H 1.810 0.298 0.649
H -1.436 -1.005 -0.311
H -0.604 -1.024 -2.172
H -2.110 1.270 -0.918
H -2.810 0.559 -2.198
H -1.264 1.321 -2.384